DFT (ωB97M-V/def2-TZVPD) results for a structure of composition C38H65CdN7O5PS.

Geometry as XYZ:
```
118
Properties=species:S:1:pos:R:3:mulliken_charge:R:1
Cd -0.49953 0.17200 0.11924 2.53
N 0.13061 -1.37972 2.10209 -0.53
C 0.37136 -2.71081 1.54590 -1.02
C 1.14736 -2.59758 0.23042 0.93
N 0.41958 -1.90551 -0.82598 -0.10
C -0.51215 -2.70785 -1.61352 -0.87
C -1.95114 -2.64973 -1.08013 -0.75
N -2.40980 -1.26639 -0.97619 -0.52
H -0.49878 -1.44470 2.89537 0.18
H 1.01556 -0.99941 2.43041 -0.01
H 0.95389 -3.34230 2.23084 0.51
H -0.59039 -3.19752 1.38267 0.38
H 2.03968 -2.00025 0.43508 -1.27
H 1.46086 -3.60321 -0.08318 0.46
H 1.10452 -1.48810 -1.44973 0.27
H -0.51973 -2.31245 -2.63334 0.47
H -0.19849 -3.75994 -1.64755 0.34
H -2.58208 -3.25089 -1.74932 0.46
H -2.00544 -3.08598 -0.08211 0.28
H -2.68250 -0.91317 -1.89006 0.21
H -3.23365 -1.23772 -0.38691 0.17
C -0.76230 2.14132 -0.76742 -1.92
C -1.24714 3.06753 0.26596 0.49
C -0.38853 3.46490 1.29871 1.19
C -0.79209 4.33231 2.28269 -1.46
C -2.10195 4.81981 2.28036 0.33
C -2.97400 4.44200 1.25946 -0.98
C -2.54867 3.58123 0.26768 -0.82
C -2.54643 5.63596 3.34104 -0.01
N -2.90768 6.23888 4.24734 -0.56
H 0.22740 2.43443 -1.11515 0.29
H -1.44481 2.07839 -1.61617 0.68
H 0.61507 3.06356 1.31597 0.57
H -0.10717 4.64449 3.05656 0.58
H -3.97995 4.83735 1.25231 0.56
H -3.23406 3.29609 -0.51770 0.52
C -2.68535 2.76104 8.90969 -1.44
C -2.97013 2.15943 7.55080 -0.13
S -4.74549 2.41482 7.18119 1.16
O -5.01426 3.81675 7.11997 -0.62
O -5.51360 1.59050 8.06301 -0.67
C -4.95550 1.73088 5.48005 -0.72
C -4.35967 2.68760 4.45752 -1.13
N -3.90754 1.98244 3.27595 0.66
C -2.68968 1.43346 3.08230 0.43
N -2.60242 0.81583 1.91174 -0.10
C -3.80111 0.97491 1.31637 -0.81
C -4.63810 1.68784 2.14690 -0.59
N -5.98792 2.02760 1.89118 1.15
O -6.41082 1.69299 0.80527 -0.66
O -6.62010 2.61104 2.74348 -0.65
C -1.57566 1.52870 4.05261 -0.69
H -1.63252 2.65809 9.16645 0.40
H -3.28896 2.26718 9.66572 0.38
H -2.94378 3.81633 8.90051 0.38
H -2.80551 1.08551 7.53409 0.38
H -2.40332 2.65932 6.77208 0.14
H -6.02795 1.60309 5.34565 0.40
H -4.47254 0.75626 5.47384 0.44
H -3.51690 3.23068 4.88833 0.29
H -5.10908 3.42390 4.16778 0.50
H -4.02785 0.61554 0.33311 0.81
H -1.74418 0.87767 4.90877 0.47
H -1.48365 2.55130 4.41412 0.27
H -0.65171 1.24399 3.55348 -0.34
O 2.53111 0.48755 -0.28339 -0.73
P 3.93064 0.79709 0.12656 -0.31
C 4.44195 2.58060 -0.15681 1.37
C 3.21691 3.49607 0.00046 0.53
C 2.74849 4.07267 -1.33185 -1.04
C 3.82679 4.97520 -1.93772 -0.86
C 5.22569 4.41766 -1.64363 -1.03
C 5.16139 2.90107 -1.46796 -0.81
C 5.21919 -0.33730 -0.63745 0.22
C 5.20358 -0.34642 -2.16961 -1.18
C 4.12433 -1.27974 -2.70104 -0.10
C 4.43158 -2.73969 -2.33215 -0.64
C 5.39155 -2.81723 -1.14325 -1.23
C 5.01032 -1.76436 -0.10632 -0.17
C 4.06751 0.40876 1.95858 0.88
C 2.95029 1.05128 2.78618 -0.56
C 3.31124 2.42923 3.33279 -0.22
C 4.60729 2.37303 4.13241 -1.13
C 5.74434 1.90318 3.23372 -0.66
C 5.43022 0.52853 2.64808 -1.47
H 5.15013 2.77699 0.65236 -0.57
H 3.45717 4.32953 0.66424 0.58
H 2.39813 2.92625 0.44082 -1.10
H 1.83120 4.64149 -1.17075 0.44
H 2.51067 3.25494 -2.01371 0.27
H 3.73928 5.97904 -1.52074 0.41
H 3.66823 5.05393 -3.01380 0.36
H 5.62386 4.86841 -0.73345 0.37
H 5.90675 4.66620 -2.45695 0.48
H 6.16881 2.48377 -1.45680 0.49
H 4.61451 2.49150 -2.31584 0.39
H 6.19030 0.04441 -0.30779 0.80
H 6.17711 -0.67762 -2.53428 0.56
H 5.04116 0.65265 -2.55949 0.23
H 4.05302 -1.17192 -3.78484 0.63
H 3.16981 -0.96036 -2.27845 -0.32
H 4.87933 -3.25403 -3.18161 0.34
H 3.50218 -3.26028 -2.08712 0.25
H 6.42011 -2.66002 -1.47117 0.37
H 5.34841 -3.81060 -0.69309 0.48
H 5.58400 -1.91649 0.80926 0.36
H 3.94902 -1.90543 0.11775 -0.38
H 3.82918 -0.66439 1.91450 0.45
H 2.73936 0.39691 3.63969 0.68
H 2.04084 1.11561 2.17051 -0.50
H 2.49428 2.78623 3.96437 0.51
H 3.43762 3.13271 2.51346 -0.12
H 4.49763 1.68324 4.97251 0.39
H 4.83891 3.36005 4.53390 0.44
H 6.67090 1.82950 3.80546 0.46
H 5.91365 2.63894 2.44623 0.24
H 5.43555 -0.18538 3.47722 0.53
H 6.22528 0.23216 1.96299 0.35
```

Properties
Relative energy (zero: lowest compared OMol25 entry of this formula, charge and spin) in kcal per mole: 11.8
LUMO in Eh: -0.0984
Net charge: +1

DFT (ωB97M-V/def2-TZVPD) results for the ion C6H5N2 with charge +1.

Geometry as XYZ:
```
13
Properties=species:S:1:pos:R:3:nbo_charge:R:1
N -1.10655 -2.22430 -2.63051 0.34
N -0.69338 -1.59032 -1.76913 0.15
C -0.24635 -0.74156 -0.76328 -0.05
C -1.23068 -0.09071 0.01183 -0.13
C -0.89509 0.82790 1.02868 -0.19
C 0.47789 1.12823 1.25092 -0.10
C 1.48362 0.55218 0.45194 -0.19
C 1.09311 -0.45111 -0.51555 -0.11
H -2.28237 -0.35968 -0.16751 0.25
H -1.67606 1.32415 1.62929 0.27
H 0.71855 1.85220 2.03306 0.25
H 2.53637 0.74397 0.58782 0.26
H 1.82094 -0.97094 -1.14756 0.25
```

Properties
Relative energy (zero: lowest compared OMol25 entry of this formula, charge and spin) in kcal per mole: 1.1
Structure (SMILES): N#[N+]c1ccccc1
LUMO in Eh: -0.2276
Net charge: +1

DFT (ωB97M-V/def2-TZVPD) results for a cluster of 2 separate species, C4H7ClN2 in total.

Geometry as XYZ:
```
14
Properties=species:S:1:pos:R:3:mulliken_spin:R:1
C 1.12796 0.58395 0.89192 0.67
C 0.79320 -0.17205 -0.13897 0.61
C -0.14655 2.07726 -0.05749 0.33
C 1.17457 -1.59219 -0.14802 -0.02
N 0.57791 1.83935 0.92612 0.06
N -0.69735 2.11616 -1.15648 0.13
Cl -2.90919 -0.27963 0.83716 0.00
H 1.70088 0.16335 1.71967 0.03
H 0.13913 0.05851 -0.99186 0.02
H -3.75596 -0.62700 0.10114 0.00
H 1.93127 -1.96814 -1.02851 0.08
H 0.15168 -2.18755 -0.34143 0.05
H 1.50290 -1.86305 0.79402 0.00
H -1.59045 1.85103 -1.40728 0.04
```

Properties
Relative energy (zero: lowest compared OMol25 entry of this formula, charge and spin) in kcal per mole: 42.8
LUMO (alpha / beta) in Eh: 0.0262 / -0.0678
Multiplicity: 3

DFT (ωB97M-V/def2-TZVPD) results for a cluster of 2 separate species, CH3NO2S in total.

Geometry as XYZ:
```
8
Properties=species:S:1:pos:R:3:nbo_charge:R:1
C 0.13143 1.11177 -0.23035 -0.32
N -0.42610 -1.04367 0.70408 0.38
O 0.43821 -0.83961 1.51497 -0.31
O -0.69387 -0.11085 -0.26491 -0.34
S -0.30485 -3.06190 -1.01111 -0.05
H -0.63800 1.91707 -0.58093 0.22
H 0.87067 1.04118 -0.90640 0.19
H 0.62250 0.98600 0.77463 0.23
```

Properties
Relative energy (zero: lowest compared OMol25 entry of this formula, charge and spin) in kcal per mole: 143.2
LUMO (alpha / beta) in Eh: -0.0835 / -0.0843

DFT (ωB97M-V/def2-TZVPD) results for an isolated molecule of C4H14N4.

Geometry as XYZ:
```
22
Properties=species:S:1:pos:R:3:nbo_charge:R:1
C 1.72680 -0.77845 -0.25076 0.09
C -1.61598 0.64482 -0.02639 0.15
C 0.71893 -0.65735 0.91026 -0.24
C -0.98555 1.91535 0.50987 -0.65
N -0.70145 -0.63755 0.49925 -0.70
N 1.41239 -1.96139 -1.04252 -0.84
N 1.88397 0.41531 -1.09090 -0.85
N -2.78353 0.27409 0.64973 -1.00
H -0.89269 -1.41922 -0.12688 0.39
H 2.69979 -0.95710 0.21591 0.19
H -1.60293 0.61717 -1.12432 0.16
H 2.23578 1.20271 -0.55589 0.36
H 0.62338 -1.77930 -1.65619 0.35
H 2.19169 -2.17249 -1.65579 0.37
H 0.99376 0.69606 -1.49054 0.35
H -1.70056 -0.61581 1.18161 0.46
H -3.40112 -0.25975 0.04275 0.33
H 0.91393 0.25088 1.47992 0.20
H 0.85616 -1.51068 1.57779 0.22
H -1.63306 2.74668 0.23006 0.24
H -0.95655 1.88050 1.60075 0.22
H 0.01685 2.10553 0.12226 0.19
```

Properties
Relative energy (zero: lowest compared OMol25 entry of this formula, charge and spin) in kcal per mole: 62.3
LUMO in Eh: 0.0289

Calculated total energy, respectively: -85811.8995, -9274.3884, -19757.8381, -17499.2596, -10333.1026 eV.
Strongest force on any atom, respectively: 0.03505, 0.12575, 0.18081, 0.08612, 0.00716 hartree/bohr.